{
  "formula": "C2H9N4O",
  "method": "wB97M-V/def2-TZVPD",
  "e_tot_ha": -375.511248,
  "homo_ha": -0.529,
  "smiles": "C=N[C@](N)([NH3+])ON",
  "charge": 1,
  "relative_energy_kcal_mol": 116.9,
  "gap_ev": 11.25,
  "lumo_energy_ev": -3.153,
  "symbols": ["O", "N", "N", "N", "N", "C", "C", "H", "H", "H", "H", "H", "H", "H", "H", "H"],
  "positions_angstrom": [[0.80941, -0.40043, 0.85678], [0.88241, 1.06457, -1.23602], [-1.15116, -0.17182, -0.61330], [-0.27038, 1.55135, 1.04211], [0.92652, -1.63371, 0.07038], [0.04316, 0.49540, 0.26814], [-1.98310, -0.67470, 0.17634], [1.55657, -2.18729, 0.67570], [0.09567, 1.22163, -1.79261], [0.46134, 1.68076, 1.69811], [1.56015, 0.42668, -1.68137], [-2.87115, -1.31538, -0.16298], [1.29867, 1.98984, -1.06155], [-0.44148, 2.44060, 0.62506], [-0.02114, -2.01932, -0.14079], [-1.90901, -0.59225, 1.33912]],
  "atomic_forces_ev_per_a": [[-0.37, -0.72, -0.01], [1.50, 0.39, 1.89], [1.98, 1.47, 1.49], [0.26, 0.01, 0.49], [0.58, 0.36, -0.12], [-1.76, -1.81, -3.96], [-1.91, -1.23, 2.33], [-0.98, 0.16, -0.48], [-1.41, -0.06, -1.57], [0.64, 0.15, 1.22], [-0.53, 0.22, 0.35], [1.33, 1.19, 0.06], [0.23, -0.63, -0.07], [-0.71, 0.32, -0.63], [1.19, 0.24, 0.94], [-0.04, -0.06, -1.94]]
}